{
  "formula": "C3H4N4O",
  "method": "ωB97M-V with the def2-TZVPD basis set",
  "lumo_ev": [-0.7, -0.7],
  "smiles": "[H]/N=N/C=C(/N)C#[N+][O-]",
  "largest_force_ev_per_a": 5.8,
  "gap_ev": [7.637, 7.637],
  "molar_mass_g_mol": 112.1,
  "relative_energy_ev": 6.297,
  "elements": ["H", "N", "N", "C", "C", "N", "C", "N", "O", "H", "H", "H"],
  "positions_angstrom": [[0.250, 3.519, -0.081], [0.410, 2.434, 0.067], [-0.787, 1.878, -0.171], [-1.095, 0.619, -0.035], [-0.299, -0.565, 0.065], [-0.924, -1.731, -0.068], [1.115, -0.746, 0.037], [2.255, -0.639, 0.074], [3.405, -0.740, 0.078], [-2.106, 0.255, -0.135], [-1.967, -1.806, -0.047], [-0.256, -2.479, 0.217]]
}